1.
Molecular formula: C6H14INOS
Method: DFT, ωB97M-V/def2-TZVPD

The geometry in XYZ format:
```
24
Properties=species:S:1:pos:R:3:forces:R:3
C 2.38500 -4.02918 1.73251 -0.11 -0.04 -0.14
C 0.63830 0.21121 -1.24920 2.09 -0.53 1.36
C 1.05999 2.10372 0.35669 -0.53 -3.62 -0.69
C -2.78201 -0.52805 0.30404 -0.01 -4.16 3.16
C -1.38492 1.41921 -0.44837 1.76 2.82 -2.02
C 0.04826 0.95743 -0.05854 -0.31 1.86 -0.83
N -2.33787 0.43287 -0.57683 -2.52 -2.02 -3.23
O -2.78905 1.43802 -2.81006 -0.11 1.14 -1.77
S -3.21649 0.25463 -2.08865 1.06 -0.23 2.19
I 0.65361 -3.38208 0.89198 0.23 -0.43 -0.16
H 2.69404 -3.46674 2.54883 0.25 1.17 1.29
H 3.04241 -4.85460 1.57216 -0.40 -0.70 -0.97
H 0.90549 -0.75211 -0.81149 0.24 -0.32 -0.76
H -0.06459 0.09036 -1.99877 -1.48 -0.54 -1.53
H 1.55878 0.61237 -1.75677 -0.81 0.06 0.87
H 1.19531 2.64255 -0.54382 0.38 1.09 -0.59
H 1.97495 1.50000 0.57371 -0.40 0.98 0.07
H 0.72297 2.65494 1.18357 -0.25 0.94 1.04
H -2.76100 -1.64891 -0.04774 0.11 1.86 -0.26
H -2.10706 -0.66968 1.18862 -0.45 0.63 -0.56
H -3.81628 -0.48192 0.72887 0.56 0.74 -0.40
H -1.80511 2.20104 0.16047 0.25 0.65 0.79
H -1.34956 1.91346 -1.53073 0.13 -0.79 2.24
H -0.11715 0.27334 0.74071 0.32 -0.57 0.91
```
Forces are in eV/Å.

Values from the calculation:
HOMO level (spin up / spin down)   -7.7 / -8.4 eV
Energy relative to the best compared isomer or geometry (same formula, charge and spin)   1.029 eV
DFT total energy   -1062.70480 hartree
Orbital gap (spin up / spin down)   0.2667 / 0.2893 Ha
E_LUMO (spin up / spin down)   -0.0155 / -0.0194 Eh
Total charge   0
Max |F|   0.1016 Eh/bohr

---

2.
Molecular formula: C6H14KNO7S
Method: DFT, ωB97M-V/def2-TZVPD

The geometry in XYZ format:
```
30
Properties=species:S:1:pos:R:3:forces:R:3
K 0.39861 -2.74289 3.57132 -0.26 -0.43 0.02
C -2.19802 -9.24970 3.52906 0.06 -1.38 0.01
C -1.96404 -7.82263 3.83986 1.47 1.52 0.16
O -2.60667 -7.01361 3.15682 -0.97 0.95 -0.76
O -1.09710 -7.50774 4.69611 0.22 -0.24 0.40
H -1.48656 -9.89560 4.04357 -0.29 -0.07 0.31
H -2.06682 -9.45450 2.46654 -0.26 0.22 -0.11
H -3.23498 -9.43428 3.80967 0.03 -0.50 -0.06
O 1.60115 1.09183 -1.12033 2.23 2.42 -2.95
S 2.47842 1.85391 -2.08157 -1.00 -2.29 0.66
O 3.82964 1.31777 -2.34241 -2.59 1.65 0.53
O 1.65316 1.96874 -3.52168 0.93 -1.23 1.90
C 2.28927 2.69728 -4.53854 0.18 2.30 -1.80
C 1.95801 2.24550 -5.97119 1.03 -1.18 0.68
C 2.46666 3.61828 -1.61927 0.61 -0.97 1.57
H 3.37324 2.80371 -4.58059 0.31 -0.99 1.09
H 2.04267 3.75205 -4.41707 -0.73 0.17 0.09
H 2.78534 1.57368 -6.19982 -0.04 -0.22 -0.39
H 2.07626 3.07282 -6.67094 -0.58 -0.02 0.10
H 1.08421 1.60332 -6.08155 -0.37 0.70 0.00
H 1.48173 4.08492 -1.60292 0.07 -0.15 -1.16
H 3.34369 4.12912 -2.01672 -0.52 0.10 -0.46
H 2.62395 3.58247 -0.54127 0.47 -0.30 0.18
C -3.33647 3.63334 2.99660 -0.36 0.83 -1.09
N -2.51735 3.09126 4.08370 1.32 -1.72 1.55
O -1.71144 2.18926 3.80501 -1.03 1.00 -0.31
O -2.63517 3.50305 5.23011 -0.46 0.22 -1.27
H -3.62567 4.65604 3.23856 0.20 -0.16 0.07
H -4.24496 3.07685 2.76621 0.13 -0.41 0.76
H -2.76088 3.57578 2.07276 0.22 0.18 0.29
```
Forces are in eV/Å.

Values from the calculation:
HOMO level   -5.9 eV
DFT total energy   -1816.36668 hartree
Orbital gap   0.1541 Ha
E_LUMO   -0.0634 Eh
Total charge   0
Max |F|   0.0859 Eh/bohr

---

3.
Molecular formula: C6H14MgO4Pr
Method: DFT, ωB97M-V/def2-TZVPD

The geometry in XYZ format:
```
26
Properties=species:S:1:pos:R:3:forces:R:3
O -3.08642 0.13533 -0.22049 3.10 2.46 -1.39
Pr -5.11958 0.66625 -1.31734 -1.27 0.23 -0.34
C -2.70651 -1.00698 0.55421 2.91 -1.65 0.03
H -2.36492 -0.73938 1.56166 -0.64 0.19 -0.15
H -1.75972 -1.41919 0.04162 -1.70 0.05 0.73
H -3.49276 -1.76591 0.58365 0.06 0.28 -0.09
O 0.91809 -0.78327 -0.29357 -1.86 4.26 -2.97
C 0.76887 0.23139 -1.14439 4.32 -5.05 0.87
C 1.88829 1.24147 -1.22730 -0.47 1.06 1.39
O 2.53913 1.23765 0.04620 -1.35 -1.02 -0.28
C 3.84154 1.80543 0.12593 1.43 0.76 -0.14
C 4.34876 1.49273 1.51357 0.15 0.72 0.16
O 4.11301 0.09990 1.77102 -1.23 -0.48 -1.06
C 4.75982 -0.37585 2.95470 0.71 -0.39 1.17
Mg 2.45038 -0.62072 0.88089 1.32 0.50 0.92
H -2.17335 0.62985 -0.50180 -3.44 -1.58 1.17
H 0.33468 -0.02055 -2.12468 -1.28 0.36 0.56
H 1.52820 2.25193 -1.46648 0.05 -0.09 -0.10
H 2.62766 0.95518 -1.99827 -0.57 -0.26 -0.30
H 3.80296 2.89202 -0.02775 -0.01 -0.25 0.03
H 4.48434 1.35282 -0.64412 -0.13 0.08 0.12
H 3.81870 2.08195 2.27561 0.18 -0.09 -0.14
H 5.42535 1.69820 1.57581 -0.23 -0.02 -0.02
H 4.48538 -1.42672 3.08355 0.14 0.17 0.01
H 5.84625 -0.28491 2.83473 -0.28 -0.08 0.04
H 4.42360 0.20923 3.82081 0.10 -0.15 -0.21
```
Forces are in eV/Å.

Values from the calculation:
HOMO level (spin up / spin down)   -21.5 / -22.7 eV
Energy relative to the best compared isomer or geometry (same formula, charge and spin)   0.000 eV
DFT total energy   -1253.46478 hartree
Orbital gap (spin up / spin down)   0.2422 / 0.2897 Ha
E_LUMO (spin up / spin down)   -0.5463 / -0.5463 Eh
Total charge   +4
Max |F|   0.1304 Eh/bohr
2S+1   4
⟨S²⟩   3.75

---

4.
Molecular formula: C6H14N2
Method: DFT, ωB97M-V/def2-TZVPD

The geometry in XYZ format:
```
22
Properties=species:S:1:pos:R:3:forces:R:3
C 0.16900 0.43380 -2.26559 0.62 0.42 0.38
C -0.41943 -0.74673 -2.33518 -1.12 -0.02 -0.49
C 0.26276 -2.03066 -2.62545 1.59 -0.42 -0.27
C -0.48498 1.77881 -2.06039 0.06 -0.02 0.81
H 1.27272 0.40943 -2.23951 -0.52 0.24 -0.19
H -1.51876 -0.80724 -2.29231 0.46 0.15 0.06
H 0.20226 -2.76645 -1.82151 -0.11 0.08 0.10
H -0.12040 -2.51243 -3.52318 -0.44 -0.03 -0.12
H 1.35097 -1.90034 -2.87080 -0.79 0.11 0.49
H -1.53393 1.83707 -2.34626 -0.09 -0.37 0.03
H 0.00866 2.56660 -2.61092 0.36 0.15 -0.35
H -0.41464 2.09807 -0.99693 -0.03 -0.30 -0.44
C 0.11421 0.84127 3.01938 0.28 -0.85 -0.62
C 0.13931 -0.46740 2.73589 0.33 -0.61 -1.10
N 0.38219 -1.61799 3.60132 0.63 1.76 -0.11
N 0.12867 1.86235 2.02515 0.00 1.09 -0.74
H 0.12652 1.22448 3.99518 0.23 -0.03 1.55
H 0.06428 -0.77846 1.66959 0.20 0.66 0.63
H 0.92869 -2.29734 3.07048 -0.24 0.13 -0.02
H -0.47041 -2.05122 3.85399 -1.00 -0.56 0.26
H 0.59348 2.74343 2.31093 -0.23 -1.15 0.16
H -0.78116 2.18095 1.70614 -0.21 -0.44 -0.01
```
Forces are in eV/Å.

Values from the calculation:
HOMO level (spin up / spin down)   1.4 / -5.0 eV
Energy relative to the best compared isomer or geometry (same formula, charge and spin)   1.352 eV
DFT total energy   -346.39818 hartree
Orbital gap (spin up / spin down)   0.0883 / 0.3260 Ha
E_LUMO (spin up / spin down)   0.1415 / 0.1423 Eh
Total charge   -1
Max |F|   0.0364 Eh/bohr
2S+1   2
⟨S²⟩   0.75

---

5.
Molecular formula: C6H14N2
Method: DFT, ωB97M-V/def2-TZVPD

The geometry in XYZ format:
```
22
Properties=species:S:1:pos:R:3:forces:R:3
C -0.51905 -0.28953 -0.20659 0.70 -0.14 -0.62
C -0.40162 0.74094 0.92033 -0.16 0.97 -0.14
C -1.63534 0.10140 -1.18094 0.32 0.07 0.20
C -0.82015 -1.67483 0.38480 0.18 0.26 -0.13
C 1.97080 -0.69994 -0.35471 -0.11 -0.03 0.07
N 0.75984 -0.24252 -1.01000 -0.91 -0.59 0.05
C 0.41735 1.97943 0.52022 0.48 -2.11 -1.34
N 0.96394 2.79303 1.29566 0.42 1.04 0.34
H 0.74379 1.88505 -0.57129 -0.65 0.95 1.31
H 0.74943 2.66095 2.28927 -0.26 -0.16 -0.25
H 0.06410 0.30136 1.79865 0.02 -0.05 0.20
H -1.40438 1.09025 1.20223 0.10 -0.24 0.10
H 0.62262 -0.78974 -1.85364 -0.09 0.08 0.03
H -1.69051 -0.60838 -2.00563 -0.03 -0.06 -0.06
H -2.59686 0.12066 -0.67291 -0.09 -0.04 0.03
H -1.44191 1.08932 -1.59434 0.00 0.09 -0.05
H -1.76393 -1.64723 0.92626 -0.10 -0.03 0.06
H -0.89826 -2.41704 -0.41041 -0.02 -0.06 -0.01
H -0.04404 -1.99136 1.08283 0.00 0.00 -0.02
H 2.80411 -0.58719 -1.04277 0.10 0.07 -0.05
H 1.95507 -1.74206 -0.02470 -0.05 -0.12 0.08
H 2.16499 -0.07257 0.50768 0.16 0.11 0.21
```
Forces are in eV/Å.

Values from the calculation:
HOMO level   -8.7 eV
Energy relative to the best compared isomer or geometry (same formula, charge and spin)   0.988 eV
DFT total energy   -346.49086 hartree
Orbital gap   0.3524 Ha
E_LUMO   0.0318 Eh
Total charge   0
Max |F|   0.0496 Eh/bohr

---

6.
Molecular formula: C6H14N2
Method: DFT, ωB97M-V/def2-TZVPD

The geometry in XYZ format:
```
22
Properties=species:S:1:pos:R:3:forces:R:3
C -1.96636 0.43090 -1.36035 0.06 -0.07 -0.01
C -1.71533 -0.49553 0.97343 1.05 0.51 0.83
C -1.26124 -0.47714 -0.38699 0.88 0.25 -0.51
N 0.62345 -1.97304 0.02386 0.10 0.05 0.15
C -0.04320 -1.00293 -0.73315 -0.83 -0.13 -0.06
H 0.46689 -1.90624 1.02036 0.02 0.00 -0.02
H 1.60390 -2.07467 -0.19303 -0.05 0.03 0.05
H 0.32142 -0.90705 -1.74834 0.00 0.05 -0.04
H -2.12720 1.42338 -0.92929 -0.02 0.00 0.04
H -1.40108 0.55427 -2.28537 0.00 -0.03 -0.01
H -1.59889 -1.43006 1.51785 -0.06 -0.09 -0.01
H -0.71453 0.34387 1.48692 -1.66 -0.93 -0.47
H -2.68718 -0.04423 1.15315 0.00 0.00 0.01
H -2.94946 0.02755 -1.61638 0.01 0.04 0.01
C 2.36512 0.81331 -0.05500 0.02 -0.27 -0.12
C 0.94607 1.12946 0.29785 -0.24 0.24 1.10
N 0.45009 1.04407 1.51102 0.84 0.48 -0.74
H 1.08615 0.58533 2.16343 0.05 -0.12 -0.14
H 0.38956 1.74379 -0.40165 -0.10 -0.10 -0.09
H 3.00985 1.67189 0.15552 -0.08 -0.02 0.03
H 2.46532 0.58228 -1.11586 0.03 0.01 0.00
H 2.73664 -0.03922 0.52202 -0.04 0.10 0.00
```
Forces are in eV/Å.

Values from the calculation:
HOMO level   -7.2 eV
Energy relative to the best compared isomer or geometry (same formula, charge and spin)   2.524 eV
DFT total energy   -346.43442 hartree
Orbital gap   0.2976 Ha
E_LUMO   0.0348 Eh
Total charge   0
Max |F|   0.0381 Eh/bohr